[1]
{
  "formula": "C4H7ClO",
  "method": "the ωB97M-V functional and the def2-TZVPD basis",
  "elements": ["C", "C", "C", "C", "H", "H", "H", "H", "H", "H", "H", "O", "Cl"],
  "xyz": [[0.61572, -0.12744, 0.21104], [-0.03213, 1.21588, -0.21005], [-1.62132, 1.03474, 0.05408], [-2.22821, -0.37002, 0.08439], [0.41750, -0.28978, 1.22250], [0.15359, -0.97055, -0.24973], [0.07296, 1.44594, -1.22669], [0.32059, 2.06082, 0.37226], [-1.81716, 1.40308, 1.07544], [-2.08768, 1.58653, -0.73008], [-3.25847, -0.27646, 0.52573], [-1.67529, -1.44366, -0.20993], [2.30568, -0.23113, -0.00863]],
  "atomic_forces_ev_per_a": [[-0.95, 1.31, -0.89], [-1.93, -2.04, 1.59], [2.48, -0.77, 0.61], [1.44, -1.44, -0.29], [-0.22, -0.03, 1.89], [0.11, -0.06, -0.73], [0.53, 0.10, -1.51], [0.14, -0.02, 0.14], [-0.39, 0.31, -0.56], [-0.97, 0.65, -0.13], [0.33, -0.75, -0.44], [-2.57, 2.58, 0.65], [2.01, 0.15, -0.33]],
  "lowdin_charge": [-0.694, -0.188, -0.130, -0.209, 0.055, 0.036, 0.078, 0.101, 0.117, 0.098, 0.125, 0.006, 0.605],
  "smiles": "O=CCCCCl",
  "homo_ev": -9.8,
  "lumo_energy_ha": 0.0293,
  "e_above_lowest_kj_mol": 115.1,
  "molar_mass_g_mol": 106.55
}

=====

[2]
{
  "formula": "C4H7ClO",
  "method": "the ωB97M-V functional and the def2-TZVPD basis",
  "elements": ["C", "C", "C", "C", "H", "H", "H", "H", "H", "H", "H", "O", "Cl"],
  "xyz": [[1.43072, -0.92537, -0.12383], [0.52822, 0.17876, 0.10435], [-0.87060, -0.15664, -0.22266], [-1.93185, 0.36791, 0.32182], [2.41659, -0.68601, 0.36872], [1.11428, -1.85337, 0.32989], [1.67113, -1.01325, -1.19773], [0.54777, 0.32599, 1.24382], [0.61123, 2.08602, -0.16806], [-1.09464, -0.87370, -0.95459], [-1.86685, 1.21325, 1.00468], [0.99323, 1.32013, -0.46653], [-3.54924, 0.01628, -0.23988]],
  "atomic_forces_ev_per_a": [[3.35, -0.75, -0.53], [-1.50, 0.44, 4.23], [-0.59, -0.16, -0.30], [-0.72, 1.39, 0.27], [-0.84, -0.20, -0.51], [-0.36, -0.25, -0.20], [-0.31, -0.36, 0.32], [-0.22, -0.07, -1.04], [-1.68, 2.57, 1.25], [0.19, -1.10, -1.17], [-0.30, -0.35, 0.22], [2.63, -1.17, -2.83], [0.33, 0.02, 0.30]],
  "lowdin_charge": [-0.067, -0.550, -0.155, -0.550, 0.106, 0.089, 0.102, 0.166, 0.059, 0.095, 0.078, 0.040, 0.587],
  "smiles": "C[C@@H](O)/C=C/Cl",
  "homo_ev": -9.7,
  "lumo_energy_ha": 0.0294,
  "e_above_lowest_kj_mol": 134.3,
  "molar_mass_g_mol": 106.55
}

=====

[3]
{
  "formula": "C4H7ClO2",
  "method": "the ωB97M-V functional and the def2-TZVPD basis",
  "elements": ["C", "C", "C", "C", "H", "H", "H", "H", "H", "H", "H", "O", "O", "Cl"],
  "xyz": [[0.20461, -0.69699, -0.81146], [-0.04173, 0.79919, -0.69054], [0.05166, 0.78675, 0.80031], [0.84967, -0.51803, 0.51118], [-1.26513, -1.47944, -1.82709], [0.90311, -1.01619, -1.55717], [0.75554, 1.45771, -1.03114], [-1.07635, 1.07600, -0.95210], [0.62759, 1.53412, 1.37714], [-1.61677, 1.28100, 1.71451], [1.92265, -0.25182, 0.29302], [-0.94593, -1.53009, -0.92197], [-1.15262, 0.38456, 1.37719], [0.78370, -1.82678, 1.71813]],
  "atomic_forces_ev_per_a": [[-0.46, -0.53, -1.37], [-1.49, 1.99, -1.14], [1.37, -2.03, 1.10], [1.32, -0.38, 2.06], [0.08, 0.06, -0.04], [0.51, -0.06, -0.63], [-0.27, -0.10, -0.87], [0.59, 0.29, -0.57], [-0.53, -0.06, -0.40], [1.37, -3.24, -1.14], [-1.02, -0.37, 0.48], [0.36, 0.50, 0.77], [-2.07, 3.82, 1.90], [0.23, 0.10, -0.15]],
  "lowdin_charge": [-0.383, -0.095, -0.405, -0.627, 0.095, 0.135, 0.126, 0.138, 0.154, 0.179, 0.135, -0.012, -0.070, 0.632],
  "homo_ev": -9.8,
  "lumo_energy_ha": 0.0237,
  "e_above_lowest_kj_mol": 148.4,
  "molar_mass_g_mol": 122.55
}

=====

[4]
{
  "formula": "C4H7ClO2S",
  "method": "the ωB97M-V functional and the def2-TZVPD basis",
  "elements": ["C", "C", "C", "C", "H", "H", "H", "H", "H", "H", "H", "O", "O", "S", "Cl"],
  "xyz": [[-1.98811, -0.08962, -1.24173], [-1.16513, 0.30102, 0.04860], [0.57488, -1.10174, 0.92958], [3.01378, -0.15139, 0.27797], [-2.48101, -1.07918, -1.37913], [-1.44288, 0.38160, -2.02611], [-0.97933, 1.30452, 0.11772], [-1.65956, -0.26348, 0.83763], [-0.02195, -1.75418, 1.76760], [1.51713, -1.71267, 0.43083], [3.87624, 0.51481, 0.37641], [0.06318, -0.49326, -0.24853], [3.11677, -1.28429, -0.31900], [1.86829, 0.22197, 1.68886], [-3.33844, 1.14870, -1.33488]],
  "atomic_forces_ev_per_a": [[-0.77, 2.60, 1.05], [-0.69, -6.26, -2.55], [3.95, -1.31, -0.85], [0.97, -4.86, 0.72], [1.11, 0.76, 0.31], [0.83, -1.15, -1.07], [0.35, 2.41, 0.45], [0.04, 1.00, 0.67], [0.94, 2.18, -2.33], [-2.87, 0.58, 1.60], [-0.11, 0.30, -0.81], [-1.43, 0.08, 2.79], [-0.81, 5.30, 1.88], [-0.90, -1.43, -2.19], [-0.62, -0.19, 0.32]],
  "lowdin_charge": [-0.479, -0.209, -0.409, -0.478, 0.095, 0.040, 0.078, 0.111, 0.146, 0.093, 0.066, -0.253, -0.097, 0.813, 0.482],
  "smiles": "O=CSCOCCCl",
  "homo_ev": -9.8,
  "lumo_energy_ha": -0.0028,
  "e_above_lowest_kj_mol": 255.2,
  "molar_mass_g_mol": 154.62
}

=====

[5]
{
  "formula": "C4H7ClO2Si",
  "method": "the ωB97M-V functional and the def2-TZVPD basis",
  "elements": ["C", "C", "C", "C", "O", "O", "Si", "Cl", "H", "H", "H", "H", "H", "H", "H"],
  "xyz": [[4.73342, -1.14825, -1.34452], [3.87941, -0.96023, -0.52768], [0.34593, -2.36934, -1.30976], [0.97922, 2.03159, -0.31966], [-0.02149, -1.17791, -0.74188], [0.23532, 1.14037, 0.50626], [0.47494, -0.42270, 0.63601], [2.60920, -0.84649, 0.89490], [0.06346, -2.35334, -2.38118], [-0.15005, -3.25615, -0.96309], [1.36942, -2.65662, -1.30698], [0.39592, 2.02536, -1.33718], [1.99257, 1.52180, -0.28735], [1.02596, 3.00686, 0.20503], [-0.31322, -0.67068, 1.72085]],
  "atomic_forces_ev_per_a": [[3.40, -0.76, -3.29], [-5.40, 0.98, 4.80], [-0.49, -1.74, -2.63], [0.02, -0.98, -0.82], [0.60, 1.46, 2.01], [-0.25, 0.44, 0.69], [-0.38, 0.03, -3.55], [1.52, -0.29, -0.92], [0.18, 0.27, 0.42], [-0.78, -0.18, 0.90], [1.31, 0.52, 0.33], [1.78, 0.47, 1.70], [-0.70, 1.46, -1.16], [-0.10, -0.50, -0.71], [-0.71, -1.19, 2.24]],
  "lowdin_charge": [-0.177, -0.598, -0.175, -0.095, -0.223, -0.298, 0.295, 0.718, 0.105, 0.080, 0.064, 0.134, 0.067, 0.093, 0.009],
  "homo_ev": [-9.2, -9.2],
  "lumo_energy_ha": [-0.0428, -0.0428],
  "e_above_lowest_kj_mol": 443.0,
  "molar_mass_g_mol": 150.64
}

=====

[6]
{
  "formula": "C4H7ClP",
  "method": "the ωB97M-V functional and the def2-TZVPD basis",
  "elements": ["C", "C", "C", "C", "P", "Cl", "H", "H", "H", "H", "H", "H", "H"],
  "xyz": [[0.78961, 0.64669, 0.88552], [-0.14398, -0.14963, 1.26351], [-1.04791, -1.19049, 1.63319], [0.18290, 0.12385, -1.96913], [1.82994, 0.56923, -0.75223], [1.94029, 2.40333, -1.47545], [0.83166, 1.62222, 1.21995], [-0.98201, -1.46648, 2.70128], [-0.83796, -1.93636, 1.00145], [-2.08007, -0.78910, 1.60533], [-0.09799, -0.90299, -1.85857], [0.17634, 0.43606, -2.97199], [-0.56082, 0.63369, -1.28285]],
  "atomic_forces_ev_per_a": [[-2.80, -2.80, -0.24], [2.54, 1.42, -0.60], [-1.68, 4.03, 3.49], [0.23, 0.50, 4.66], [-1.56, -2.01, -2.30], [0.08, 1.09, 0.31], [0.39, 2.16, 1.09], [0.75, -0.24, -0.47], [0.40, -3.42, -2.45], [0.29, -0.46, -0.78], [0.31, -0.90, -0.16], [0.50, 0.69, -1.05], [0.55, -0.05, -1.50]],
  "lowdin_charge": [-0.228, 0.054, 0.008, -0.222, 0.611, 0.298, 0.077, 0.137, 0.075, 0.134, 0.012, 0.012, 0.031],
  "homo_ev": -13.9,
  "lumo_energy_ha": -0.2418,
  "e_above_lowest_kj_mol": 219.1,
  "molar_mass_g_mol": 121.53,
  "total_charge": 1
}